{"formula": "C4H6O2S", "method": "ωB97M-V/def2-TZVPD", "relative_energy_kj_mol": 213.3, "homo_lumo_gap_ha": 0.3250, "total_energy_ha": -704.59828, "total_charge": 0, "smiles": "O=C=CCCSO", "e_homo_ev": -8.40, "elements": ["C", "H", "S", "C", "C", "C", "H", "O", "H", "O", "H", "H", "H"], "positions_angstrom": [[0.685, 0.156, 1.621], [-0.035, -1.692, -0.071], [-2.238, -1.071, -0.203], [0.360, -0.965, 2.198], [0.054, 0.433, 0.247], [-0.442, -0.807, -0.454], [-3.521, 0.564, -1.021], [-2.577, 0.321, -1.046], [0.718, 0.976, -0.389], [0.375, -1.960, 2.778], [-0.832, 1.106, 0.363], [-0.296, -0.676, -1.471], [1.146, 1.061, 2.179]]}


{"formula": "C4H6O2S", "method": "ωB97M-V/def2-TZVPD", "relative_energy_kj_mol": 206.4, "homo_lumo_gap_ha": 0.3487, "total_energy_ha": -704.60091, "total_charge": 0, "e_homo_ev": -8.83, "elements": ["O", "S", "C", "H", "C", "H", "H", "O", "C", "H", "C", "H", "H"], "positions_angstrom": [[1.659, -0.526, 0.856], [-1.012, 1.876, 0.205], [-1.051, -0.553, -1.040], [0.089, -0.202, 2.222], [0.292, -0.568, 1.247], [-0.046, 2.762, 0.387], [-1.086, -1.676, -0.702], [2.482, 0.672, -0.875], [-0.298, 0.256, 0.007], [-2.012, -0.223, -1.308], [1.666, 0.191, -0.237], [-0.509, -0.480, -1.950], [-0.173, -1.528, 1.189]]}